ORCA calculation (wB97M-V/def2-TZVPD) on a structure of composition C5H6AgO3.

```
! wB97M-V def2-TZVPD RIJCOSX def2/J DEFGRID3
* xyz 0 2
O -0.861 2.963 -1.870
C -0.472 1.765 -1.929
O -0.157 1.087 -2.897
Ag -1.214 3.932 0.037
O -0.322 1.222 -0.659
C -0.060 -0.164 -0.523
C 0.491 -0.407 0.873
C 0.737 -1.882 1.107
C 0.109 -2.618 1.999
H 0.671 -0.476 -1.285
H -0.991 -0.732 -0.671
H -0.207 -0.007 1.622
H 1.443 0.136 0.975
H 1.496 -2.346 0.463
H -0.661 -2.472 2.757
*
```

Computed properties:
- E_LUMO (spin up / spin down) (eV) = -2.06 / -2.06
- energy (eV) = -15419.951
- frontier orbital gap (spin up / spin down) (eV) = 6.847 / 7.225